No. 1
The following is a DFT calculation (ωB97M-V/def2-TZVPD) of an isolated molecule of C22H29NO6.

ORCA input file:
```
! RIJCOSX wB97M-V def2-TZVPD def2/J DEFGRID3
* xyz 0 1
C 2.97 -1.55 -0.20
C 4.14 -1.12 0.67
H 5.10 -1.38 0.21
H 4.09 -1.59 1.66
O 4.08 0.30 0.85
C 5.16 0.89 1.36
O 6.20 0.33 1.59
C 4.90 2.37 1.60
H 5.85 2.86 1.79
H 4.43 2.79 0.71
C 3.96 2.54 2.82
C 2.66 1.84 2.59
C 1.66 2.29 1.79
C 0.52 1.44 1.54
C -0.54 1.78 0.69
C -1.56 0.90 0.44
C -1.57 -0.37 1.03
C -0.54 -0.74 1.90
C 0.49 0.17 2.14
O 1.47 -0.23 2.98
C 2.57 0.53 3.23
O 3.40 0.07 3.98
C -0.55 -2.10 2.52
H 0.38 -2.28 3.05
H -1.38 -2.18 3.23
H -0.69 -2.85 1.75
O -2.56 -1.29 0.87
C -3.45 -1.16 -0.21
H -4.13 -2.01 -0.11
C -2.70 -1.23 -1.55
O -1.49 -1.32 -1.58
N -3.45 -1.17 -2.67
C -4.90 -1.15 -2.71
H -5.29 -0.61 -1.84
C -5.50 -2.56 -2.76
H -5.15 -3.09 -3.64
H -5.21 -3.13 -1.88
H -6.58 -2.49 -2.79
H -5.20 -0.60 -3.60
C -2.77 -1.21 -3.95
C -2.50 0.19 -4.48
H -3.42 0.75 -4.61
H -1.99 0.13 -5.44
H -1.86 0.73 -3.79
H -3.38 -1.78 -4.66
H -1.82 -1.73 -3.80
H -4.02 -0.23 -0.14
H -2.35 1.20 -0.24
H -0.55 2.74 0.21
C 1.69 3.63 1.13
H 0.78 4.18 1.34
H 2.54 4.22 1.46
H 1.76 3.50 0.05
H 4.44 2.09 3.69
H 3.82 3.61 3.01
H 3.03 -1.06 -1.17
H 2.03 -1.27 0.26
H 2.99 -2.62 -0.34
*
```

Computed properties:
Gap between HOMO and LUMO ... 8.4524 eV
E ... -37060.9501 eV
SMILES ... CCOC(=O)CCc1c(C)c2ccc(OCC(=O)N(CC)CC)c(C)c2oc1=O
Highest occupied orbital energy ... -0.294 Eh

***

No. 2
The following is a DFT calculation (ωB97M-V/def2-TZVPD) of a structure of composition C22H30AgBrClN5O2.

ORCA input file:
```
! RIJCOSX wB97M-V def2-TZVPD def2/J DEFGRID3
* xyz 0 1
Ag 0.47 0.63 -1.07
C 3.08 -1.90 0.07
O 1.82 -1.49 0.57
C 1.61 -1.56 1.90
C 2.46 -2.16 2.80
C 2.12 -2.20 4.15
Br 3.29 -3.04 5.38
C 0.95 -1.65 4.60
C 0.07 -1.04 3.69
C 0.40 -0.99 2.34
O -0.39 -0.41 1.41
C -1.19 -0.45 4.14
N -2.04 0.15 3.34
C -3.09 0.58 4.15
C -4.25 1.27 3.82
C -5.13 1.57 4.84
C -4.87 1.18 6.17
C -3.72 0.49 6.51
C -2.84 0.20 5.47
N -1.62 -0.45 5.43
H 3.89 -1.33 0.54
H 3.06 -1.67 -0.99
H 3.25 -2.97 0.22
H 3.39 -2.60 2.48
H 0.71 -1.69 5.66
H -1.17 -0.04 1.88
H -4.44 1.57 2.80
H -6.04 2.11 4.63
H -5.58 1.44 6.94
H -3.52 0.20 7.53
H -1.14 -0.85 6.22
N -2.00 1.16 -1.87
C -2.56 -0.05 -2.48
C -2.25 -1.27 -1.61
N -0.81 -1.43 -1.43
H -2.50 1.39 -1.02
H -2.07 1.96 -2.48
H -2.08 -0.19 -3.45
H -3.64 0.00 -2.64
H -2.73 -2.14 -2.06
H -2.70 -1.12 -0.62
H -0.37 -1.80 -2.27
H -0.59 -2.04 -0.66
Cl 1.28 3.73 -1.91
C 1.54 2.48 -0.57
H 1.18 2.98 0.33
H 2.62 2.43 -0.47
C 3.92 0.18 -5.53
C 2.47 0.66 -5.33
C 1.59 0.17 -6.49
C 2.42 2.19 -5.22
C 1.97 0.08 -4.07
N 1.55 -0.31 -3.08
H 4.31 0.58 -6.47
H 3.97 -0.91 -5.57
H 4.56 0.52 -4.71
H 1.98 0.55 -7.43
H 0.56 0.51 -6.37
H 1.59 -0.92 -6.54
H 2.84 2.63 -6.13
H 3.00 2.54 -4.37
H 1.40 2.54 -5.10
*
```

Computed properties:
Gap between HOMO and LUMO ... 6.4179 eV
E ... -121410.3063 eV
Highest occupied orbital energy ... -0.225 Eh

***

No. 3
The following is a DFT calculation (ωB97M-V/def2-TZVPD) of a structure of composition C22H30B2ClCoF4N5O9.

ORCA input file:
```
! RIJCOSX wB97M-V def2-TZVPD def2/J DEFGRID3
* xyz -2 4
Co -0.44 0.12 -0.37
C -1.42 4.03 0.59
C -0.83 2.75 0.07
N -1.29 1.55 0.44
O -2.19 1.45 1.47
B -1.79 0.85 2.75
F -2.99 0.66 3.46
F -0.95 1.76 3.46
O -1.15 -0.54 2.84
N -0.14 -1.03 2.04
C -0.60 -2.01 1.07
C -1.19 -3.24 1.74
C 0.56 -2.28 0.09
N 0.70 -1.33 -0.74
O 1.76 -1.37 -1.55
B 2.48 -0.03 -1.76
F 3.23 -0.21 -2.93
F 3.33 0.12 -0.63
O 1.67 1.17 -1.95
N 0.72 1.41 -0.97
C 0.25 2.66 -0.84
C 0.79 3.81 -1.63
C 1.54 -3.40 0.20
H -2.11 3.79 1.40
H -1.97 4.55 -0.20
H -0.64 4.70 0.96
H -2.03 -2.91 2.34
H -0.44 -3.68 2.40
H -1.52 -3.98 1.01
H 1.80 3.58 -1.97
H 0.80 4.73 -1.03
H 0.17 4.00 -2.53
H 1.26 -4.09 0.99
H 2.52 -2.98 0.42
H 1.61 -3.93 -0.75
C -6.13 -0.66 -2.42
C -5.46 0.69 -2.42
C -5.95 1.73 -1.64
C -5.31 2.96 -1.63
Cl -5.97 4.26 -0.65
C -4.17 3.18 -2.38
C -3.68 2.15 -3.16
C -4.32 0.93 -3.19
O -3.85 -0.03 -4.05
C -3.25 -1.20 -3.49
C -2.46 -0.90 -2.22
O -3.37 -1.10 -0.97
O -1.72 0.10 -2.22
H -7.14 -0.58 -2.01
H -5.56 -1.36 -1.80
H -6.18 -1.06 -3.43
H -6.82 1.58 -1.02
H -3.66 4.14 -2.34
H -2.76 2.26 -3.73
H -2.53 -1.55 -4.22
H -3.99 -1.97 -3.30
O -1.87 -2.24 -1.73
N -2.54 -2.10 -0.52
O -1.65 -1.29 0.37
C 1.20 -1.04 4.68
C 1.94 -0.46 3.47
C 3.28 -1.18 3.31
C 2.24 1.03 3.71
C 1.19 -0.67 2.17
H 1.77 -0.85 5.59
H 1.08 -2.13 4.56
H 0.21 -0.60 4.78
H 3.90 -1.04 4.20
H 3.82 -0.79 2.44
H 3.12 -2.25 3.15
H 2.86 1.16 4.61
H 1.32 1.60 3.82
H 2.79 1.44 2.85
H 1.76 -0.46 1.27
*
```

Computed properties:
Gap between HOMO and LUMO (alpha / beta) ... 4.2468 / 6.2577 eV
E ... -111552.2871 eV
Expectation value of S² ... 3.788
Highest occupied orbital energy (alpha / beta) ... 0.005 / -0.069 Eh

***

No. 4
The following is a DFT calculation (ωB97M-V/def2-TZVPD) of a structure of composition C22H30BrN6Pd.

ORCA input file:
```
! RIJCOSX wB97M-V def2-TZVPD def2/J DEFGRID3
* xyz 1 1
Pd -0.04 0.24 -0.31
Br -0.76 2.01 -2.01
C 1.04 2.52 -2.39
C 1.30 3.44 -3.36
C 2.65 3.78 -3.62
C 3.66 3.19 -2.91
C 3.39 2.23 -1.90
C 4.42 1.60 -1.16
C 4.12 0.69 -0.19
C 2.77 0.37 0.10
C 1.75 0.93 -0.61
C 2.04 1.89 -1.62
H 0.50 3.90 -3.92
H 2.87 4.50 -4.39
H 4.69 3.44 -3.12
H 5.45 1.86 -1.38
H 4.91 0.21 0.37
H 2.55 -0.33 0.90
C 0.09 2.67 1.95
N 0.64 1.70 2.87
C 0.76 2.11 4.27
C 1.11 0.81 4.97
N 0.56 -0.20 4.05
C 1.03 -1.57 4.23
C 0.34 0.36 2.82
N -0.12 -0.26 1.77
C -0.76 -1.57 1.92
C -1.85 -1.74 0.86
N -1.21 -1.84 -0.44
C -1.69 -2.42 -1.49
N -0.95 -2.53 -2.64
C 0.23 -1.74 -2.88
C -1.80 -2.91 -3.75
C -2.91 -3.65 -3.03
N -2.92 -3.00 -1.72
C -3.78 -3.58 -0.70
H 0.52 3.64 2.19
H -1.00 2.74 2.04
H 0.35 2.42 0.93
H -0.20 2.51 4.63
H 1.52 2.87 4.38
H 0.66 0.72 5.96
H 2.19 0.68 5.06
H 1.79 -1.57 5.00
H 1.48 -1.95 3.31
H 0.23 -2.24 4.54
H -1.25 -1.71 2.88
H -0.04 -2.38 1.77
H -2.49 -0.84 0.87
H -2.48 -2.58 1.16
H 0.85 -1.73 -1.99
H 0.00 -0.70 -3.16
H 0.80 -2.19 -3.69
H -1.27 -3.54 -4.46
H -2.19 -2.03 -4.28
H -2.67 -4.72 -2.93
H -3.88 -3.55 -3.51
H -4.58 -4.11 -1.21
H -4.23 -2.82 -0.08
H -3.25 -4.30 -0.08
*
```

Computed properties:
Gap between HOMO and LUMO (alpha / beta) ... 7.3265 / 7.3259 eV
E ... -105758.1269 eV
Highest occupied orbital energy (alpha / beta) ... -0.388 / -0.388 Eh

***

Q: Among the records above, which one has the highest E?
A: C22H29NO6

***

Q: E of number 3 (C22H30B2ClCoF4N5O9)?
A: -111552.2871 eV